Entry 1:
15
Properties=species:S:1:pos:R:3:forces:R:3 method="wB97M-V/def2-TZVPD" multiplicity=2 orbital_gap_ev="6.875 / 11.185" de_lowest_ev=0.5133 homo_energy_ev="-6.0 / -10.4" largest_force_ev_per_a=1.76
O 1.98207 -0.58530 -0.30566 -0.234 0.184 -0.314
N -2.53014 1.72947 2.76328 0.080 0.506 0.635
C 1.29732 -2.10455 -2.16370 0.305 -1.026 0.180
C -2.82879 2.07423 1.48207 -0.084 -0.756 -1.586
C 2.06356 -0.86539 -1.68825 0.139 -1.215 -0.904
H -2.74118 1.26945 0.74785 -0.057 0.491 0.195
H -3.30182 3.00001 1.19421 0.076 -0.001 0.378
H -2.36364 0.76626 2.98328 -0.084 0.069 0.204
H 1.79915 -0.03007 -2.34493 0.175 0.258 0.426
H -2.79544 2.36135 3.49765 0.066 -0.310 0.175
H 1.53306 -2.94075 -1.48711 -0.476 0.265 0.314
H 1.21972 -1.06559 0.00852 -0.316 -0.018 0.392
H 1.81070 -2.49644 -3.04424 -0.250 0.416 -0.444
H 0.21718 -2.08061 -2.37992 0.401 0.368 0.333
H 3.08354 -1.20518 -1.88544 0.260 0.768 0.016



Entry 2:
15
Properties=species:S:1:pos:R:3:forces:R:3 method="wB97M-V/def2-TZVPD" multiplicity=2 orbital_gap_ev="9.713 / 6.681" de_lowest_ev=1.2254 homo_energy_ev="-8.7 / -8.6" largest_force_ev_per_a=2.21
O -1.84356 -0.74149 0.45378 -1.144 -0.030 0.703
N 0.27923 -0.30301 -0.81224 0.047 0.006 -0.490
C -2.45095 0.46888 0.75768 0.685 -0.651 -0.185
C 2.65877 -0.10673 -0.08012 0.091 0.046 -0.512
C 1.33588 0.61288 -0.41539 0.107 -0.089 1.452
H -3.14573 0.21151 1.56545 -0.266 0.135 -0.010
H 2.85514 -0.89166 -0.81553 -0.085 -0.189 0.141
H 1.06687 1.08742 0.53554 -0.269 0.389 -0.290
H -1.71304 1.14718 1.19507 -0.075 0.203 -0.006
H 3.55882 0.50827 -0.10951 -0.197 0.439 -0.035
H -2.94967 0.88724 -0.11318 -0.225 0.197 0.088
H 1.46849 1.39140 -1.16612 0.089 0.026 -0.070
H 0.76023 -1.09390 -1.21459 -0.674 -0.496 0.016
H -0.51640 -0.58762 -0.16544 2.033 0.367 -0.791
H 2.62055 -0.51989 0.92331 -0.119 -0.355 -0.009



Entry 3:
15
Properties=species:S:1:pos:R:3:forces:R:3 method="wB97M-V/def2-TZVPD" multiplicity=1 orbital_gap_ev=5.546 de_lowest_ev=6.5907 homo_energy_ev=-13.8 largest_force_ev_per_a=5.23 total_charge=+1
O -0.48110 1.34307 0.48422 0.112 -1.470 -1.876
N 2.01765 0.34906 0.16709 -1.213 -1.583 -0.197
C 1.41789 -0.78290 -0.50737 0.793 2.247 0.425
C -1.42797 -1.20385 -0.29160 1.414 -0.861 0.996
C -1.63648 0.16764 -0.01045 1.107 4.873 1.548
H 0.82014 -0.41215 -1.32957 0.916 -0.256 -0.764
H -2.16523 0.44992 0.90596 -0.977 -0.845 -0.338
H 1.29673 1.04818 0.29016 0.464 0.179 0.104
H -1.65933 -1.50489 -1.30823 0.298 -0.232 -0.006
H 2.45225 0.09011 1.04325 0.274 0.200 -0.033
H -0.48716 1.87250 1.29957 -1.188 -0.923 0.420
H -1.36726 -1.96548 0.47770 -0.053 0.075 -0.018
H -1.86227 0.78500 -0.86814 -0.567 -0.337 -0.050
H 2.20234 -1.52059 -0.63724 -0.578 -0.563 -0.601
H 0.57411 -1.22191 0.13777 -0.803 -0.504 0.388